*1*
Density functional theory data (ωB97M-V/def2-TZVPD) for an isolated molecule of C3H6O3.

Values from the calculation:
SMILES: C1OCOCO1
HOMO level in hartree: -0.3533
HOMO-LUMO gap in eV: 10.56
Lowest unoccupied orbital energy in hartree: 0.035

Geometry as ORCA input:
```
! RIJCOSX wB97M-V def2-TZVPD def2/J DEFGRID3
* xyz 0 1
C 0.568 0.663 -1.015
O 0.031 1.314 0.033
C -0.573 0.579 1.103
O -0.524 -0.782 1.023
C 0.355 -1.235 0.011
O 0.032 -0.578 -1.180
H 0.223 1.178 -1.901
H 1.650 0.640 -0.954
H -0.210 1.043 1.979
H -1.600 0.879 0.933
H 1.397 -1.086 0.329
H 0.135 -2.328 0.005
*
```

***

*2*
Density functional theory data (ωB97M-V/def2-TZVPD) for an isolated molecule of C3H6O3.

Values from the calculation:
SMILES: O=C[C@H](O)CO
HOMO level in hartree: -0.3788
HOMO-LUMO gap in eV: 11.18
Lowest unoccupied orbital energy in hartree: 0.032

Geometry as ORCA input:
```
! RIJCOSX wB97M-V def2-TZVPD def2/J DEFGRID3
* xyz 0 1
O 1.510 1.448 -0.204
C 0.983 0.659 0.548
C 0.435 -0.659 0.020
O 0.792 -0.810 -1.326
C -1.086 -0.447 0.189
O -1.403 0.947 0.200
H 0.790 0.880 1.609
H 0.815 -1.507 0.618
H 1.341 -0.032 -1.533
H -1.634 -0.942 -0.619
H -1.438 -0.836 1.146
H -1.110 1.305 -0.649
*
```

***

Most stable one: *2*, least stable one: *1*.

***

*1*
Density functional theory data (ωB97M-V/def2-TZVPD) for a cluster of 2 separate species, C4H14NO in total.

Values from the calculation:
HOMO level in hartree: -0.5883
HOMO-LUMO gap in eV: 13.10
Lowest unoccupied orbital energy in hartree: -0.107

Geometry as ORCA input:
```
! RIJCOSX wB97M-V def2-TZVPD def2/J DEFGRID3
* xyz 1 1
C -0.661 -1.871 0.619
C -0.968 -0.616 1.396
N -0.415 0.581 0.683
C -0.786 0.745 -0.802
C 0.210 1.740 -1.390
H -1.233 -2.203 -0.239
H -0.683 -2.812 1.187
H 0.407 -2.007 0.402
H -1.978 -0.542 1.798
H -0.321 -0.695 2.285
H 0.626 0.566 0.588
H -0.668 1.452 1.145
H -1.774 1.226 -0.787
H -0.891 -0.096 -1.485
H 0.244 1.761 -2.486
H -0.084 2.798 -1.297
H 1.223 1.659 -1.015
H 2.237 -1.048 -0.700
H 3.215 -0.349 0.212
O 2.301 -0.288 -0.116
*
```

***

*2*
Density functional theory data (ωB97M-V/def2-TZVPD) for a cluster of 2 separate species, C4H14NO in total.

Values from the calculation:
HOMO level in hartree: -0.5765
HOMO-LUMO gap in eV: 12.31
Lowest unoccupied orbital energy in hartree: -0.124

Geometry as ORCA input:
```
! RIJCOSX wB97M-V def2-TZVPD def2/J DEFGRID3
* xyz 1 1
C -0.278 0.392 -1.038
C -0.740 0.324 0.428
C -0.135 1.497 1.190
C -2.277 0.391 0.485
N 0.846 -0.548 -1.299
H -1.100 0.057 -1.672
H 0.023 1.396 -1.291
H -0.426 -0.622 0.867
H -0.547 1.639 2.192
H 0.947 1.403 1.337
H -0.373 2.409 0.694
H -2.714 -0.545 0.196
H -2.636 1.239 -0.086
H -2.509 0.473 1.531
H 1.614 -0.306 -0.672
H 0.551 -1.515 -1.255
H 1.225 -0.253 -2.207
H 3.500 -2.694 -0.189
H 2.431 -2.395 0.868
O 2.600 -2.342 -0.079
*
```

***

Most stable one: *2*, least stable one: *1*.

***

*1*
Density functional theory data (ωB97M-V/def2-TZVPD) for a cluster of 2 separate species, C3H6N2O in total.

Values from the calculation:
⟨S²⟩: 0.764
HOMO level (alpha / beta) in hartree: -0.5462 / -0.5459
HOMO-LUMO gap (alpha / beta) in eV: 9.92 / 6.14
Lowest unoccupied orbital energy (alpha / beta) in hartree: -0.181 / -0.320

Geometry as ORCA input:
```
! RIJCOSX wB97M-V def2-TZVPD def2/J DEFGRID3
* xyz 1 2
C -0.427 1.226 0.893
C -0.792 -0.050 1.503
N -0.976 -0.884 0.482
C -0.708 -0.196 -0.670
N -0.302 1.064 -0.394
H -0.111 2.102 1.445
H -0.775 -0.311 2.543
H -1.293 -1.832 0.622
H -1.051 -0.449 -1.663
H 1.955 -0.906 -1.850
H 1.956 0.367 -1.154
O 2.525 -0.130 -1.758
*
```

***

*2*
Density functional theory data (ωB97M-V/def2-TZVPD) for a cluster of 2 separate species, C3H6N2O in total.

Values from the calculation:
⟨S²⟩: 0.762
HOMO level (alpha / beta) in hartree: -0.5800 / -0.6001
HOMO-LUMO gap (alpha / beta) in eV: 11.55 / 8.15
Lowest unoccupied orbital energy (alpha / beta) in hartree: -0.156 / -0.300

Geometry as ORCA input:
```
! RIJCOSX wB97M-V def2-TZVPD def2/J DEFGRID3
* xyz 1 2
C 0.444 -0.651 -0.848
C 0.146 -0.113 -2.153
N -0.509 1.028 -2.035
C -0.622 1.231 -0.727
N -0.112 0.185 0.027
H 0.912 -1.590 -0.586
H 0.398 -0.554 -3.107
H -1.012 2.115 -0.243
H 0.219 0.245 1.002
H -0.614 -0.205 2.908
H 0.414 -1.324 2.925
O 0.335 -0.366 2.836
*
```

***

Most stable one: *2*, least stable one: *1*.

***

*1*
Density functional theory data (ωB97M-V/def2-TZVPD) for an isolated molecule of C12H13N.

Values from the calculation:
HOMO level (alpha / beta) in hartree: -0.2635 / -0.2732
HOMO-LUMO gap (alpha / beta) in eV: 7.46 / 7.07
Lowest unoccupied orbital energy (alpha / beta) in hartree: 0.011 / -0.013

Geometry as ORCA input:
```
! RIJCOSX wB97M-V def2-TZVPD def2/J DEFGRID3
* xyz 0 1
C -2.420 -1.342 2.015
C -2.694 -0.002 2.132
C -1.384 -1.781 1.142
C -2.053 0.887 1.324
C -0.622 -0.871 0.390
C -1.033 0.525 0.527
C 2.003 0.725 0.015
C 1.023 1.872 0.296
C 0.472 -1.208 -0.502
C 0.077 0.971 -1.505
C 1.210 -0.018 -1.125
C 1.891 -0.622 -2.378
N -0.300 1.540 -0.301
H -2.966 -1.991 2.533
H -3.442 0.266 2.762
H -1.027 -2.890 1.045
H -2.218 1.889 1.289
H 2.905 0.978 -0.358
H 2.170 -0.066 0.689
H 0.926 2.010 1.452
H 1.100 2.847 -0.235
H 0.593 -2.212 -0.758
H -0.411 0.715 -2.352
H 1.193 -0.844 -3.157
H 2.390 -1.487 -2.250
H 2.616 0.109 -2.690
*
```

***

*2*
Density functional theory data (ωB97M-V/def2-TZVPD) for a structure of composition C12H13N.

Values from the calculation:
HOMO level in hartree: -0.3001
HOMO-LUMO gap in eV: 8.27
Lowest unoccupied orbital energy in hartree: 0.004

Geometry as ORCA input:
```
! RIJCOSX wB97M-V def2-TZVPD def2/J DEFGRID3
* xyz 0 1
C -1.386 0.963 1.577
C 3.625 0.576 0.037
C 2.977 1.747 -0.199
C 2.954 -0.564 0.512
C 1.708 2.070 0.280
C 1.636 -0.324 0.817
C 1.034 0.951 0.744
C 0.375 -0.988 1.366
C -0.311 0.385 1.081
C -0.081 -2.297 0.813
C -3.107 1.085 -0.866
C -1.823 0.412 -1.053
N -2.486 1.408 1.779
H 4.733 0.410 -0.277
H 3.664 2.436 -0.594
H 3.323 -1.472 0.700
H 1.175 2.993 0.224
H 0.346 -0.901 2.521
H -1.027 -2.435 1.175
H 0.487 -3.193 1.031
H 0.067 -2.153 -0.342
H -3.027 1.384 0.540
H -3.915 0.394 -0.883
H -3.301 2.137 -1.220
H -0.965 0.881 -1.454
H -1.749 -0.715 -1.221
*
```

***

Most stable one: *1*, least stable one: *2*.

***

*1*
Density functional theory data (ωB97M-V/def2-TZVPD) for an isolated molecule of C16H16N4O2.

Values from the calculation:
SMILES: COc1ccc(/C=N/n2c(N)nc3ccccc32)cc1OC
HOMO level in hartree: -0.2864
HOMO-LUMO gap in eV: 8.06
Lowest unoccupied orbital energy in hartree: 0.010

Geometry as ORCA input:
```
! RIJCOSX wB97M-V def2-TZVPD def2/J DEFGRID3
* xyz 0 1
C 0.104 2.531 5.334
O 0.587 1.262 4.969
C 0.506 0.887 3.667
C -0.014 1.661 2.640
C -0.049 1.184 1.343
C 0.437 -0.084 1.045
C 0.411 -0.608 -0.302
N -0.115 0.069 -1.248
N -0.146 -0.366 -2.519
C 0.651 -1.249 -3.235
N 1.728 -1.901 -2.687
N 0.279 -1.390 -4.473
C -0.825 -0.582 -4.631
C -1.623 -0.356 -5.742
C -2.667 0.541 -5.610
C -2.922 1.198 -4.408
C -2.140 0.983 -3.287
C -1.093 0.093 -3.422
C 0.967 -0.871 2.076
C 1.005 -0.406 3.375
O 1.495 -1.094 4.442
C 1.995 -2.390 4.229
H 0.268 2.607 6.408
H -0.965 2.631 5.123
H 0.652 3.332 4.827
H -0.398 2.648 2.845
H -0.454 1.786 0.547
H 0.841 -1.602 -0.444
H 2.271 -2.363 -3.403
H 2.291 -1.347 -2.056
H -1.428 -0.867 -6.671
H -3.305 0.738 -6.459
H -3.749 1.890 -4.351
H -2.327 1.484 -2.351
H 1.341 -1.854 1.837
H 2.317 -2.744 5.207
H 1.223 -3.062 3.839
H 2.851 -2.386 3.546
*
```

***

*2*
Density functional theory data (ωB97M-V/def2-TZVPD) for an isolated molecule of C16H16N4O2.

Values from the calculation:
SMILES: Cc1ccc(/C=N\NC(=O)Cn2c(C)nc3ccccc32)o1
HOMO level in hartree: -0.3024
HOMO-LUMO gap in eV: 8.81
Lowest unoccupied orbital energy in hartree: 0.021

Geometry as ORCA input:
```
! RIJCOSX wB97M-V def2-TZVPD def2/J DEFGRID3
* xyz 0 1
C 2.738 -2.046 -5.644
C 2.005 -1.520 -4.465
C 0.779 -1.842 -3.946
C 0.606 -1.039 -2.805
C 1.744 -0.268 -2.694
C 2.136 0.808 -1.832
N 1.678 1.213 -0.712
N 0.739 0.507 -0.006
C 0.778 -0.822 0.264
O 1.547 -1.609 -0.243
C -0.285 -1.284 1.276
N -0.789 -0.259 2.137
C -0.221 0.198 3.306
C 1.035 -0.374 3.842
N -0.895 1.163 3.854
C -1.972 1.392 3.035
C -3.009 2.311 3.140
C -3.961 2.319 2.142
C -3.896 1.442 1.058
C -2.875 0.521 0.933
C -1.919 0.504 1.935
O 2.582 -0.563 -3.724
H 3.651 -2.549 -5.327
H 3.020 -1.231 -6.309
H 2.112 -2.751 -6.183
H 0.091 -2.566 -4.333
H -0.256 -1.012 -2.171
H 2.948 1.418 -2.211
H 0.223 1.113 0.622
H 0.160 -2.093 1.864
H -1.116 -1.709 0.703
H 1.829 -0.330 3.097
H 1.330 0.194 4.719
H 0.891 -1.416 4.128
H -3.055 2.988 3.977
H -4.779 3.022 2.194
H -4.662 1.487 0.298
H -2.830 -0.152 0.089
*
```

***

Most stable one: *2*, least stable one: *1*.

***

*1*
Density functional theory data (ωB97M-V/def2-TZVPD) for a cluster of 2 separate species, C18H18FNO4 in total.

Values from the calculation:
SMILES: CC1(C)OC(=O)C(F)(Cc2ccccc2)C(=O)O1.c1ccncc1
HOMO level in hartree: -0.3372
HOMO-LUMO gap in eV: 9.69
Lowest unoccupied orbital energy in hartree: 0.019

Geometry as ORCA input:
```
! RIJCOSX wB97M-V def2-TZVPD def2/J DEFGRID3
* xyz 0 1
C 2.780 -0.778 -0.104
C 3.313 0.320 -1.008
C 4.835 0.246 -1.272
O 2.685 0.328 -2.329
C 1.534 0.995 -2.626
O 1.011 0.907 -3.731
C 0.892 1.608 -1.391
F 0.470 0.430 -0.772
C -0.431 2.440 -1.545
C -1.695 1.773 -1.028
C -2.285 2.120 0.189
C -3.362 1.378 0.696
C -3.928 0.368 -0.093
C -3.438 0.118 -1.377
C -2.332 0.835 -1.846
C 1.933 2.284 -0.474
O 1.718 3.327 0.139
O 3.094 1.614 -0.365
H 1.752 -0.582 0.167
H 2.856 -1.766 -0.570
H 3.380 -0.793 0.812
H 5.122 1.115 -1.870
H 5.410 0.260 -0.334
H 5.119 -0.663 -1.810
H -0.230 3.388 -1.041
H -0.535 2.683 -2.608
H -1.871 2.950 0.776
H -3.751 1.591 1.690
H -4.795 -0.197 0.280
H -3.906 -0.633 -2.019
H -1.933 0.660 -2.854
C -1.685 -3.417 3.257
C -1.104 -3.777 2.043
C -0.516 -2.725 1.290
N -0.347 -1.518 1.838
C -1.122 -1.132 2.836
C -1.753 -2.080 3.665
H -2.102 -4.190 3.894
H -1.060 -4.801 1.658
H -0.197 -2.894 0.247
H -1.279 -0.043 3.014
H -2.247 -1.750 4.577
*
```

***

*2*
Density functional theory data (ωB97M-V/def2-TZVPD) for a structure of composition C18H18FNO4.

Values from the calculation:
HOMO level in hartree: -0.2678
HOMO-LUMO gap in eV: 5.07
Lowest unoccupied orbital energy in hartree: -0.081

Geometry as ORCA input:
```
! RIJCOSX wB97M-V def2-TZVPD def2/J DEFGRID3
* xyz 0 1
C 2.698 -0.748 -0.169
C 3.286 0.361 -1.009
C 4.782 0.062 -1.184
O 2.684 0.387 -2.312
C 1.372 0.842 -2.385
O 0.722 0.569 -3.376
C 0.862 1.656 -1.292
C -0.369 2.439 -1.529
C -1.692 1.824 -1.077
C -2.226 2.141 0.176
C -3.172 1.277 0.742
C -3.728 0.256 -0.034
C -3.404 0.157 -1.390
C -2.414 0.989 -1.933
C 1.843 2.169 -0.347
O 1.608 3.071 0.435
O 3.122 1.624 -0.355
H 1.624 -0.610 -0.026
H 2.864 -1.721 -0.646
H 3.176 -0.777 0.817
H 5.245 0.828 -1.803
H 5.281 0.035 -0.210
H 4.905 -0.912 -1.671
H -0.239 3.372 -0.967
H -0.445 2.572 -2.616
H -1.852 3.027 0.690
H -3.472 1.432 1.776
H -4.442 -0.437 0.415
H -3.915 -0.546 -2.044
H -2.149 0.991 -2.992
F -0.157 -0.117 0.359
N -0.816 -1.287 1.332
C -0.488 -2.540 1.030
C -0.732 -3.550 1.948
C -1.351 -3.225 3.159
C -1.718 -1.901 3.409
C -1.416 -0.930 2.461
H -0.009 -2.708 0.071
H -0.431 -4.575 1.715
H -1.540 -4.001 3.909
H -2.233 -1.609 4.330
H -1.665 0.116 2.595
*
```

***

Most stable one: *1*, least stable one: *2*.